*i*
# C5H10Si

The molecule C5H10Si (wB97M-V/def2-TZVPD, the OMol25 dataset).

Cartesian coordinates (Å):
1 C -1.2614 0.2801 1.5117
2 C -1.5838 1.1875 2.3504
3 C 0.1714 -0.2736 1.5050
4 C 0.8660 -0.0236 0.1540
5 C 1.1993 -0.5036 -2.9689
6 Si 0.1959 -0.5094 -1.3833
7 H -1.8663 -0.2338 0.6312
8 H -2.6333 1.5629 2.4737
9 H 0.7375 0.1445 2.3851
10 H 0.2183 -1.2828 1.6186
11 H 1.8625 0.3416 0.0992
12 H -0.8676 1.6708 2.9570
13 H 0.9910 -1.5781 -3.2747
14 H 0.9900 0.1184 -3.8630
15 H 2.2325 -0.3584 -2.6204
16 H -1.2519 -0.5424 -1.5756

SMILES   C=CC/C=[SiH]/C
Molecular weight   98.22 g/mol
Charge   0
Frontier orbital gap   8.41 eV

---

*ii*
# C5H10Si

The molecule C5H10Si (wB97M-V/def2-TZVPD, the OMol25 dataset).

Cartesian coordinates (Å):
1 C -2.0058 -0.3391 0.3191
2 C -1.3252 -1.4338 0.2776
3 C -1.6335 0.9427 -0.4025
4 C -0.1699 1.1597 -0.3786
5 C 2.5262 -0.5210 0.5291
6 Si 0.9413 -0.4367 -0.5683
7 H -3.0141 -0.4225 0.6904
8 H -1.3461 -2.4301 0.5328
9 H -2.0451 0.8151 -1.3410
10 H -2.2412 1.6881 0.1019
11 H 0.1594 2.0022 -0.8093
12 H -0.0400 1.2880 0.6428
13 H 2.3492 -1.0427 1.5473
14 H 3.3152 -1.0891 0.0448
15 H 2.9222 0.3913 0.6664
16 H 1.6074 -0.5721 -1.8526

Molecular weight   98.22 g/mol
Charge   0
Frontier orbital gap   9.03 eV

---

Most stable: *i*

---

*i*
# H9O4

A cluster of 4 separate species, H9O4 in total (wB97M-V/def2-TZVPD, the OMol25 dataset).

Cartesian coordinates (Å):
1 O -0.4019 -2.2415 -1.7093
2 H -0.7562 -3.0082 -1.2176
3 H -0.3072 -2.5488 -2.6137
4 O 0.3818 0.5540 2.6722
5 H -0.3845 1.1485 2.6289
6 H 0.4235 0.3223 3.5940
7 O 0.0786 2.0562 -0.9552
8 H 0.8867 2.4938 -0.6481
9 H -0.5555 2.7419 -1.1891
10 O 0.0098 -0.3550 -0.0818
11 H 0.6619 -0.6386 0.5745
12 H -0.0228 0.6336 -0.2898
13 H -0.0141 -1.1582 -0.7651

Molecular weight   73.07 g/mol
Charge   +1
Frontier orbital gap   12.18 eV

---

*ii*
# H9O4

A structure of composition H9O4 (wB97M-V/def2-TZVPD, the OMol25 dataset).

Cartesian coordinates (Å):
1 O 0.0855 1.3514 -0.1559
2 H 0.9537 0.8873 -0.3588
3 H 0.0551 1.8358 -1.0333
4 H -1.0415 0.9046 0.0988
5 O -1.8253 0.4985 1.1085
6 H -2.7359 0.1472 0.8651
7 H -1.1309 -0.2195 1.4716
8 O -0.3706 -1.6126 1.1966
9 H 0.3328 -2.0313 1.6393
10 H -0.6164 -1.9807 0.3878
11 O 1.8576 0.1905 -1.4643
12 H 2.6789 -0.2367 -1.2063
13 H 1.7568 0.2655 -2.5491

Molecular weight   73.07 g/mol
Charge   +1
Frontier orbital gap   13.13 eV

---

Most stable: *i*

---

*i*
# CH5PS

A structure of composition CH5PS (wB97M-V/def2-TZVPD, the OMol25 dataset).

Cartesian coordinates (Å):
1 C -0.8496 -0.1967 0.2785
2 P 0.4654 1.2265 0.0741
3 S 2.2472 0.0731 0.0572
4 H -1.0068 -0.7760 -0.5742
5 H -1.8216 0.2376 0.3663
6 H -0.6577 -0.7842 1.1369
7 H -0.1667 1.3721 -1.5579
8 H 1.7898 -1.1524 0.2192

Molecular weight   80.09 g/mol
Charge   0
Frontier orbital gap   9.49 eV

---

*ii*
# CH5PS

A cluster of 2 separate species, CH5PS in total (wB97M-V/def2-TZVPD, the OMol25 dataset).

Cartesian coordinates (Å):
1 C 2.1558 0.2414 0.9002
2 P 2.1929 0.2437 -0.7636
3 S -3.5950 0.4157 0.2594
4 H -4.8495 0.6178 0.3486
5 H 2.0392 0.9744 1.8159
6 H 2.0929 -0.7677 1.3713
7 H 2.2483 1.6250 -0.8050
8 H -3.7066 1.6599 0.7007

SMILES   C=P.S
Molecular weight   80.09 g/mol
Charge   0
Frontier orbital gap   10.06 eV

---

Most stable: *i*

---

*i*
# C4H5O6Tl

A structure of composition C4H5O6Tl (wB97M-V/def2-TZVPD, the OMol25 dataset).

Cartesian coordinates (Å):
1 O -2.0391 0.4357 0.2953
2 C -1.6412 -0.6513 0.7605
3 O -2.2425 -1.3612 1.5963
4 O -0.4441 -1.1834 0.3446
5 Tl -3.8532 0.2167 1.6086
6 C -0.2283 -0.4250 -1.8898
7 C 0.4643 -0.5339 -0.5597
8 H -0.5277 -1.4197 -2.2403
9 H -1.0028 0.3466 -1.8920
10 H 1.3426 -1.1875 -0.5666
11 O 0.8193 0.7679 -0.0933
12 C 1.7651 0.8507 0.8333
13 O 2.3682 -0.0726 1.3247
14 O 1.9296 2.1270 1.1572
15 H 2.6273 2.1935 1.8225
16 H 0.6626 -0.1034 -2.5013

Molecular weight   353.46 g/mol
Charge   0
Frontier orbital gap   9.56 eV

---

*ii*
# C4H5O6Tl

A structure of composition C4H5O6Tl (wB97M-V/def2-TZVPD, the OMol25 dataset).

Cartesian coordinates (Å):
1 H 0.4004 0.4381 0.3853
2 O 0.8219 -2.6392 0.4029
3 C -0.1020 -1.9512 -0.0947
4 O -1.1204 -1.6525 0.5722
5 O 0.3011 -1.1084 -1.0789
6 C -0.6151 -0.1904 -1.6810
7 O -0.1772 1.4109 0.1219
8 C 0.8979 1.4177 2.3492
9 C -0.2982 1.2428 -1.2804
10 O 1.3080 0.3049 2.0921
11 O 0.3965 2.1588 3.0943
12 Tl 0.7970 -2.1305 2.6905
13 H -1.6551 -0.4326 -1.4226
14 H -0.4738 -0.2996 -2.7633
15 H 0.6422 1.5455 -1.7728
16 H -1.1232 1.8857 -1.6147

Molecular weight   353.46 g/mol
Charge   0
Frontier orbital gap   8.64 eV

---

Most stable: *i*

---

*i*
# CH2P2S3

The molecule CH2P2S3 (wB97M-V/def2-TZVPD, the OMol25 dataset).

Cartesian coordinates (Å):
1 C -1.0084 -0.2713 0.1718
2 P -0.8230 -1.9748 0.3976
3 P 0.6793 1.0754 0.6843
4 S 0.8318 2.8641 -0.1234
5 S 1.1998 -2.0019 -0.1515
6 S 1.9202 -0.1993 -0.7581
7 H -0.9097 0.2851 -0.7868
8 H -1.8901 0.2227 0.5660

Molecular weight   172.18 g/mol
Charge   0
Frontier orbital gap (spin up / spin down)   5.41 / 5.55 eV

---

*ii*
# CH2P2S3

The molecule CH2P2S3 (wB97M-V/def2-TZVPD, the OMol25 dataset).

Cartesian coordinates (Å):
1 C -1.0422 0.6378 -0.4899
2 P 0.0501 -0.5283 -1.2453
3 P 0.8756 0.7990 1.1926
4 S 1.7921 0.5959 -0.7568
5 S 0.2306 -2.2088 0.1283
6 S 0.8210 -1.1103 1.9236
7 H -0.8361 1.7253 -0.7268
8 H -1.8912 0.0893 -0.0258

Molecular weight   172.18 g/mol
Charge   0
Frontier orbital gap (spin up / spin down)   6.98 / 6.98 eV

---

Most stable: *ii*